[1]
Here is 6 unconnected molecules or ions with the total composition C41H94ClFI2N5O25P6 at a distorted geometry from OMol25. Energies are from ωB97M-V/def2-TZVPD.

Structure (ORCA input):
```
! RIJCOSX wB97M-V def2-TZVPD def2/J DEFGRID3
* xyz 1 1
C -6.64 0.64 3.20
C -5.53 -0.40 3.48
O -4.42 -0.34 2.58
C -3.38 0.51 3.06
C -1.99 0.00 2.64
O -1.89 -0.37 1.26
C -0.55 -0.29 0.80
C -0.38 0.69 -0.43
O -1.54 1.51 -0.53
C -1.54 2.17 -1.79
C -2.74 3.10 -2.06
C -2.91 3.88 -0.71
C -1.88 4.89 -0.19
O -2.01 6.05 -0.43
N -0.98 4.45 0.86
C -1.08 5.40 1.99
C 0.44 4.36 0.52
C -2.42 4.00 -3.33
C -1.02 4.30 -3.91
I 0.27 5.75 -2.88
C -0.06 3.16 -4.44
C -0.68 1.92 -5.11
I 1.69 2.69 -3.20
N -3.27 5.22 -3.03
P -3.15 6.58 -4.13
C -3.44 8.22 -3.32
C -4.08 6.36 -5.72
C -4.61 4.75 -3.10
N -5.58 5.64 -3.02
Cl -7.22 5.20 -3.09
N -5.01 3.40 -3.17
C -4.08 2.40 -2.47
C -3.88 1.28 -3.59
C -3.67 -0.21 -3.23
C -3.10 -0.72 -1.90
F -2.78 -0.71 -4.23
N -4.93 1.75 -1.50
C -4.93 1.83 -0.05
C -6.34 1.61 -1.86
C -6.88 0.39 -2.65
O -7.15 2.36 -1.47
H -7.16 0.44 2.25
H -6.25 1.68 3.14
H -7.41 0.57 3.99
H -5.99 -1.40 3.38
H -5.24 -0.30 4.54
H -3.57 1.52 2.63
H -3.37 0.62 4.16
H -1.74 -0.87 3.27
H -1.29 0.84 2.83
H -0.27 -1.29 0.42
H 0.16 -0.03 1.60
H -0.25 0.12 -1.38
H 0.55 1.26 -0.28
H -0.71 2.90 -1.68
H -1.35 1.42 -2.58
H -3.88 4.42 -0.66
H -3.00 3.19 0.14
H -2.10 5.46 2.40
H -0.71 6.41 1.73
H -0.36 5.03 2.75
H 0.69 3.87 -0.42
H 0.93 5.36 0.56
H 0.93 3.76 1.32
H -2.90 3.60 -4.25
H -1.20 4.88 -4.84
H 0.50 3.64 -5.27
H -0.79 1.02 -4.49
H -0.05 1.62 -5.96
H -1.63 2.24 -5.59
H -3.98 8.94 -3.95
H -2.46 8.65 -3.06
H -3.97 8.08 -2.36
H -5.16 6.54 -5.53
H -3.77 7.06 -6.51
H -4.01 5.32 -6.08
H -5.41 6.63 -2.84
H -4.98 3.25 -4.19
H -4.77 1.24 -4.24
H -3.08 1.59 -4.28
H -4.58 -0.79 -3.42
H -3.33 -0.17 -0.99
H -2.01 -0.86 -2.03
H -3.48 -1.74 -1.74
H -5.20 2.83 0.35
H -3.96 1.51 0.37
H -5.67 1.14 0.38
H -6.74 0.46 -3.74
H -7.95 0.27 -2.40
H -6.38 -0.50 -2.21
C -2.36 -3.31 1.89
O -2.73 -4.69 2.06
P -4.37 -5.04 1.81
O -4.36 -6.33 2.58
O -4.16 -5.26 0.21
C -3.17 -6.17 -0.23
O -6.01 -4.84 1.57
C -6.90 -5.85 2.02
H -1.28 -3.23 1.99
H -2.65 -2.96 0.89
H -2.84 -2.70 2.65
H -2.96 -6.94 0.51
H -2.25 -5.63 -0.47
H -3.53 -6.64 -1.15
H -6.88 -5.93 3.10
H -6.66 -6.81 1.56
H -7.90 -5.55 1.71
C 6.79 -3.17 -1.00
O 5.51 -2.59 -0.67
P 4.67 -1.86 -1.94
O 3.79 -1.01 -1.07
O 3.96 -3.26 -2.37
C 3.26 -4.01 -1.38
O 4.32 -1.23 -3.44
C 3.34 -0.21 -3.52
H 7.19 -3.67 -0.12
H 6.68 -3.90 -1.80
H 7.49 -2.39 -1.31
H 2.89 -3.37 -0.57
H 3.91 -4.78 -0.97
H 2.41 -4.49 -1.87
H 3.67 0.69 -3.01
H 2.39 -0.56 -3.12
H 3.20 0.03 -4.58
C -1.24 1.52 9.36
O -2.32 2.32 8.83
P -2.38 2.47 7.15
O -3.22 3.72 7.14
O -3.28 1.13 6.99
C -4.49 1.01 7.74
O -1.98 2.38 5.53
C -2.51 3.34 4.64
H -1.37 1.44 10.43
H -1.27 0.51 8.93
H -0.28 1.98 9.14
H -4.91 1.98 8.00
H -4.29 0.44 8.66
H -5.21 0.45 7.14
H -2.13 4.34 4.87
H -3.60 3.33 4.66
H -2.17 3.08 3.63
C 4.46 -6.47 2.77
O 5.28 -6.68 1.60
P 6.77 -7.47 1.86
O 7.31 -6.92 0.56
O 6.06 -8.92 1.65
C 5.20 -9.12 0.53
O 8.16 -8.29 2.32
C 9.28 -8.29 1.46
H 3.51 -6.03 2.45
H 4.26 -7.42 3.27
H 4.95 -5.78 3.46
H 5.45 -8.46 -0.30
H 4.16 -8.97 0.83
H 5.31 -10.16 0.21
H 9.70 -7.28 1.36
H 9.03 -8.70 0.49
H 10.04 -8.92 1.93
C 14.58 -1.23 -2.31
O 13.16 -1.33 -2.52
P 12.19 -0.98 -1.17
O 10.97 -1.70 -1.69
O 12.16 0.61 -1.52
C 11.76 1.03 -2.81
O 11.71 -0.65 0.39
C 10.40 -1.02 0.79
H 15.08 -1.40 -3.27
H 14.85 -0.24 -1.94
H 14.91 -1.99 -1.60
H 11.10 0.31 -3.30
H 12.64 1.20 -3.44
H 11.23 1.98 -2.71
H 10.29 -2.11 0.78
H 9.65 -0.55 0.16
H 10.26 -0.67 1.81
*
```

The calculation puts the HOMO-LUMO gap at 7.20 eV. The value obtained for the LUMO energy is -3.3 eV.

=====

[2]
Here is a molecular structure, C53H48BF15GeN10S3SeV at a distorted geometry from OMol25. Energies are from ωB97M-V/def2-TZVPD.

Structure (ORCA input):
```
! RIJCOSX wB97M-V def2-TZVPD def2/J DEFGRID3
* xyz 0 4
V -0.02 -0.21 -0.04
C 1.53 -1.33 -3.21
C 1.53 -2.15 -1.96
C 2.05 -3.44 -1.85
C 1.89 -3.79 -0.52
N 1.32 -2.76 0.11
N 1.07 -1.75 -0.76
B 1.01 -2.64 1.63
N -0.52 -2.54 1.76
C -1.37 -2.95 2.71
C -2.64 -2.57 2.36
C -2.50 -1.88 1.15
C -3.60 -1.33 0.32
N -1.20 -1.83 0.80
N 1.57 -1.30 2.15
C 2.38 -1.05 3.18
C 2.46 0.31 3.34
C 1.64 0.87 2.35
C 1.49 2.33 2.11
N 1.09 -0.13 1.63
N 1.62 -3.83 2.34
C 1.08 -4.97 2.84
C 2.11 -5.80 3.20
C 3.29 -5.08 2.86
C 4.71 -5.51 3.00
N 2.98 -3.90 2.34
H 2.42 -1.57 -3.79
H 1.51 -0.27 -3.00
H 0.65 -1.55 -3.83
H 2.49 -4.04 -2.63
H 2.17 -4.69 0.00
H -1.01 -3.48 3.58
H -3.56 -2.75 2.91
H -4.56 -1.66 0.70
H -3.50 -1.65 -0.71
H -3.57 -0.25 0.32
H 2.86 -1.85 3.71
H 3.03 0.86 4.08
H 1.67 2.86 3.05
H 0.51 2.59 1.74
H 2.24 2.66 1.39
H 0.02 -5.12 2.90
H 2.04 -6.78 3.64
H 4.79 -6.40 3.63
H 5.31 -4.72 3.44
H 5.14 -5.74 2.02
C 4.89 0.95 -2.54
C 3.76 0.94 -1.53
S 4.03 0.11 -0.10
C 2.60 1.69 -1.80
C 2.65 2.78 -2.84
S 1.02 1.57 -1.11
H 5.56 0.11 -2.34
H 5.48 1.87 -2.47
H 4.52 0.87 -3.57
H 3.56 2.74 -3.45
H 2.63 3.76 -2.34
H 1.78 2.74 -3.50
F -3.61 5.27 2.83
C -2.73 5.58 1.87
C -2.47 4.71 0.83
C -1.49 5.10 -0.08
F -1.14 4.28 -1.07
C -0.86 6.33 -0.01
F 0.05 6.69 -0.91
C -1.18 7.18 1.03
F -0.57 8.36 1.12
C -2.10 6.81 1.98
F -2.37 7.63 2.99
Ge -3.22 2.89 0.61
S -1.60 1.53 0.83
C -4.45 2.97 -0.98
C -5.45 2.01 -1.09
F -5.49 0.98 -0.23
C -6.44 2.05 -2.04
F -7.37 1.09 -2.11
C -6.47 3.10 -2.93
F -7.42 3.16 -3.87
C -5.50 4.08 -2.86
F -5.51 5.08 -3.75
C -4.52 4.01 -1.90
F -3.64 5.01 -1.88
C -4.60 2.65 2.04
C -5.74 3.45 2.00
F -5.84 4.43 1.08
C -6.79 3.31 2.88
F -7.86 4.09 2.80
C -6.71 2.35 3.87
F -7.71 2.20 4.73
C -5.59 1.55 3.96
F -5.52 0.62 4.91
C -4.56 1.70 3.05
F -3.52 0.87 3.19
C -0.90 -3.50 -5.05
C -0.62 -4.38 -3.83
C -1.80 -4.52 -2.87
C -2.31 -3.24 -2.20
N -3.03 -2.33 -3.10
C -2.73 -1.02 -3.27
Se -1.54 0.02 -2.34
N -3.54 -0.54 -4.25
C -3.55 0.81 -4.80
C -3.03 0.85 -6.25
C -1.57 0.45 -6.44
C -0.57 1.44 -5.83
C -4.43 -1.54 -4.64
C -5.48 -1.52 -5.54
C -6.23 -2.67 -5.67
C -5.95 -3.80 -4.90
C -4.90 -3.82 -4.00
C -4.13 -2.67 -3.90
H -0.05 -3.53 -5.74
H -1.06 -2.46 -4.78
H -1.78 -3.86 -5.59
H 0.24 -3.99 -3.28
H -0.36 -5.38 -4.17
H -1.51 -5.19 -2.05
H -2.62 -5.01 -3.40
H -1.47 -2.67 -1.79
H -2.96 -3.51 -1.37
H -2.94 1.43 -4.15
H -4.57 1.16 -4.77
H -3.17 1.88 -6.60
H -3.67 0.21 -6.86
H -1.38 0.38 -7.51
H -1.41 -0.55 -6.02
H -0.78 2.46 -6.18
H 0.45 1.18 -6.12
H -0.61 1.44 -4.74
H -5.72 -0.63 -6.12
H -7.07 -2.70 -6.36
H -6.58 -4.68 -5.00
H -4.72 -4.69 -3.38
*
```

The calculation puts the HOMO-LUMO gap (alpha / beta) at 6.05 / 6.70 eV. The value obtained for the LUMO energy (alpha / beta) is -1.0 / -1.2 eV.

=====

| no. | molar mass (g/mol) |
| --- | --- |
| 1 | 1551.316 |
| 2 | 1419.534 |